A cluster of 2 separate species, C4H12N2 in total in a non-equilibrium geometry. Source: the Open Molecules 2025 dataset; level of theory: the ωB97M-V functional and the def2-TZVPD basis.

Output
Structure (SMILES): C=CC.NCN
ΔE to the lowest compared entry with this formula, charge and spin: 45.9 kcal/mol
Highest occupied orbital energy: -9.00 eV
Max |F|: 0.052 Eh/bohr
Electronic energy: -7321.039 eV

```
! RIJCOSX wB97M-V def2-TZVPD def2/J DEFGRID3
* xyz 0 1
C 2.264 -0.070 -1.183
C 2.274 -0.132 0.149
C 1.978 0.992 1.119
H 2.432 -0.950 -1.777
H 1.882 0.810 -1.678
H 2.630 -1.040 0.595
H 1.724 0.660 2.144
H 1.027 1.553 0.948
H 3.013 1.502 1.215
N -1.867 0.779 -0.720
C -1.685 -0.645 -0.410
N -2.386 -1.072 0.761
H -1.097 1.291 -0.263
H -2.811 0.889 -0.231
H -0.646 -0.852 -0.206
H -1.967 -1.197 -1.338
H -3.405 -0.865 0.732
H -1.997 -0.622 1.530
*
```